DFT (the ωB97M-V functional and the def2-TZVPD basis) results for one molecule with the formula C4H8O3 in a non-equilibrium geometry.

Geometry as XYZ:
```
15
Properties=species:S:1:pos:R:3:nbo_charge:R:1
C -0.9462 -1.1921 -0.6986 -0.64
C 0.2917 -0.7361 0.0655 0.12
O 1.3845 -1.5363 -0.2849 -0.70
C 0.6353 0.7428 0.1605 -0.05
O 0.9778 1.4507 -0.9887 -0.70
C -0.5784 1.3147 0.8541 0.43
O -1.0032 2.4048 0.5495 -0.52
H -1.1727 -2.1784 -0.2850 0.22
H -1.7875 -0.5261 -0.4795 0.21
H -0.8498 -1.2968 -1.7836 0.23
H -0.0583 -0.8761 1.1898 0.13
H 2.1796 -0.9890 -0.3104 0.48
H 1.4552 0.7704 0.9096 0.18
H 0.6445 2.3553 -0.8425 0.49
H -0.9128 0.4627 1.6058 0.12
```

**Frontier orbital gap**: 0.394 hartree
**SMILES**: C[C@@H](O)[C@@H](O)C=O
**HOMO energy**: -10.119 eV
**Calculated total energy**: -10418.6985 eV
**Net charge**: 0
**Max |F|**: 2.6 eV/Å
**Relative energy (zero: lowest compared OMol25 entry of this formula, charge and spin)**: 53.2 kcal/mol